1.
{
  "formula": "C47H55N3O2P2Pt",
  "method": "ωB97M-V with the def2-TZVPD basis set",
  "homo_lumo_gap_ev": [4.0, 4.0],
  "e_lumo_ev": [0.57, 0.57],
  "homo_energy_ev": [-3.45, -3.44],
  "charge": 0,
  "species": ["Pt", "C", "C", "C", "C", "C", "C", "C", "N", "C", "C", "C", "C", "C", "C", "C", "N", "C", "C", "C", "C", "H", "H", "H", "H", "H", "H", "H", "H", "H", "H", "H", "H", "H", "H", "H", "H", "H", "H", "H", "H", "H", "H", "H", "H", "O", "P", "C", "P", "O", "C", "C", "C", "C", "C", "C", "C", "C", "C", "C", "C", "C", "C", "C", "C", "C", "C", "C", "C", "C", "C", "C", "C", "C", "H", "H", "H", "H", "H", "H", "H", "H", "H", "H", "H", "H", "H", "H", "H", "H", "H", "H", "H", "H", "H", "H", "C", "C", "C", "C", "N", "H", "H", "H", "H", "H", "H", "H", "H", "H"],
  "coordinates": [[0.277, -0.014, 0.216], [-6.630, 1.912, 0.720], [-6.165, 0.453, 0.625], [-6.773, -0.159, -0.648], [-6.680, -0.320, 1.851], [-4.648, 0.355, 0.592], [-3.813, 1.299, 1.194], [-2.444, 1.200, 1.062], [-1.839, 0.233, 0.361], [-2.620, -0.739, -0.156], [-4.002, -0.703, -0.042], [-1.237, -2.703, -0.059], [-1.582, -4.047, 0.010], [-0.864, -4.931, 0.810], [0.170, -4.374, 1.563], [0.469, -3.030, 1.431], [-0.191, -2.209, 0.614], [-1.164, -6.422, 0.778], [-0.574, -6.996, -0.520], [-0.554, -7.153, 1.977], [-2.679, -6.676, 0.795], [-7.713, 1.957, 0.604], [-6.171, 2.512, -0.067], [-6.389, 2.356, 1.686], [-7.827, 0.110, -0.723], [-6.711, -1.248, -0.639], [-6.257, 0.213, -1.534], [-7.772, -0.366, 1.836], [-6.370, 0.171, 2.775], [-6.287, -1.337, 1.853], [-4.221, 2.125, 1.760], [-1.785, 1.941, 1.493], [-4.553, -1.528, -0.470], [-2.431, -4.380, -0.570], [0.746, -4.969, 2.257], [1.291, -2.584, 1.977], [0.509, -6.866, -0.542], [-0.996, -6.489, -1.388], [-0.801, -8.061, -0.597], [0.533, -7.070, 1.989], [-0.804, -8.214, 1.930], [-0.950, -6.753, 2.912], [-3.152, -6.343, -0.129], [-3.150, -6.161, 1.633], [-2.870, -7.745, 0.899], [2.584, -0.329, 0.199], [3.500, 0.777, -0.209], [3.587, 2.078, 1.081], [2.030, 3.077, 1.027], [0.917, 2.404, 0.309], [2.441, 4.655, 0.262], [3.287, 5.567, 0.896], [3.453, 6.836, 0.373], [2.776, 7.206, -0.783], [1.939, 6.297, -1.419], [1.763, 5.028, -0.894], [1.610, 3.402, 2.755], [0.291, 3.791, 2.988], [-0.156, 4.011, 4.278], [0.715, 3.853, 5.349], [2.038, 3.507, 5.120], [2.490, 3.291, 3.828], [5.168, 0.126, -0.447], [6.349, 0.779, -0.101], [7.570, 0.156, -0.302], [7.628, -1.111, -0.864], [6.453, -1.761, -1.226], [5.233, -1.146, -1.020], [3.053, 1.607, -1.752], [3.927, 2.536, -2.316], [3.613, 3.134, -3.524], [2.434, 2.796, -4.176], [1.566, 1.865, -3.619], [1.876, 1.264, -2.409], [4.451, 2.731, 0.949], [3.660, 1.553, 2.034], [3.797, 5.275, 1.808], [4.103, 7.548, 0.867], [2.896, 8.204, -1.183], [1.418, 6.588, -2.322], [1.104, 4.310, -1.368], [-0.371, 3.903, 2.138], [-1.183, 4.303, 4.455], [0.363, 4.004, 6.361], [2.720, 3.397, 5.953], [3.526, 3.023, 3.662], [6.322, 1.770, 0.335], [8.484, 0.660, -0.014], [8.584, -1.592, -1.019], [6.495, -2.751, -1.662], [4.308, -1.642, -1.286], [4.848, 2.786, -1.799], [4.287, 3.859, -3.962], [2.191, 3.263, -5.122], [0.646, 1.612, -4.130], [1.187, 0.561, -1.928], [-0.545, -2.362, -2.731], [-1.919, -1.821, -2.328], [-3.021, -2.690, -2.949], [-2.052, -0.377, -2.818], [-2.018, -1.819, -0.843], [-0.409, -2.259, -3.809], [-0.441, -3.415, -2.468], [0.238, -1.797, -2.219], [-2.976, -2.627, -4.038], [-4.005, -2.345, -2.628], [-2.898, -3.734, -2.660], [-1.893, -0.328, -3.896], [-1.310, 0.245, -2.311], [-3.042, 0.022, -2.594]],
  "forces_ev_per_angstrom": [[-0.4, -0.4, 0.1], [0.1, -0.1, 0.0], [-0.2, -0.1, 0.1], [0.1, 0.0, 0.1], [0.0, 0.1, -0.1], [0.3, 0.0, -0.1], [-0.2, -0.1, 0.1], [0.1, 0.0, 0.0], [0.2, 0.0, -0.7], [0.2, 0.0, 0.1], [-0.2, 0.1, 0.2], [0.2, 0.0, 0.2], [0.0, -0.1, 0.0], [0.1, 0.3, -0.1], [0.0, -0.2, 0.0], [-0.1, 0.0, -0.2], [-0.4, -0.9, 0.4], [-0.1, -0.2, 0.1], [0.0, 0.0, 0.1], [0.0, 0.1, -0.1], [0.1, 0.0, 0.0], [0.0, 0.0, 0.0], [0.0, 0.1, 0.0], [0.1, 0.0, 0.0], [0.0, 0.0, 0.0], [0.0, 0.0, -0.1], [0.0, 0.0, -0.1], [0.0, 0.0, 0.0], [0.0, 0.0, 0.0], [0.0, 0.0, 0.0], [0.0, 0.1, -0.1], [0.0, 0.0, 0.0], [0.0, 0.0, 0.0], [0.0, 0.0, 0.0], [0.1, 0.0, 0.0], [0.0, 0.0, 0.0], [0.0, 0.0, 0.0], [0.0, 0.0, 0.0], [0.0, 0.0, 0.0], [0.0, 0.0, 0.0], [0.0, 0.0, 0.0], [0.1, 0.0, 0.0], [-0.1, 0.0, 0.0], [0.0, 0.0, 0.0], [0.0, 0.0, 0.0], [0.1, 0.1, -0.2], [-0.3, 0.2, 0.2], [-0.3, 0.1, -0.4], [0.0, -0.4, 0.0], [0.2, 1.0, 0.1], [0.1, 0.3, 0.3], [-0.1, -0.2, -0.1], [0.1, 0.2, 0.0], [0.0, -0.1, 0.0], [0.1, 0.2, 0.0], [0.0, -0.3, 0.0], [0.1, 0.3, 0.1], [0.1, -0.1, -0.1], [0.0, 0.0, 0.1], [0.0, 0.0, -0.1], [0.0, 0.0, 0.1], [-0.1, -0.1, -0.2], [0.1, 0.1, -0.1], [-0.2, 0.0, 0.0], [0.2, 0.0, 0.0], [-0.1, 0.0, 0.0], [0.1, 0.0, 0.0], [-0.1, 0.1, 0.1], [0.3, -0.1, -0.2], [-0.1, -0.1, 0.2], [0.1, 0.1, -0.1], [0.0, 0.0, 0.0], [0.1, 0.1, -0.1], [-0.1, -0.1, 0.2], [0.0, 0.0, 0.0], [0.0, 0.0, 0.0], [0.0, 0.1, 0.0], [0.0, 0.0, 0.0], [0.0, 0.0, 0.0], [0.0, 0.0, 0.0], [0.0, 0.0, 0.0], [-0.1, 0.0, 0.0], [0.0, 0.0, 0.0], [0.0, 0.0, 0.0], [0.0, 0.0, 0.0], [0.0, 0.0, 0.0], [0.0, 0.0, 0.0], [0.0, 0.0, 0.0], [0.0, 0.0, 0.0], [0.0, 0.0, 0.0], [0.0, -0.1, 0.0], [0.0, 0.1, -0.1], [0.0, 0.0, 0.0], [0.0, 0.0, 0.0], [0.0, 0.0, 0.0], [0.0, 0.1, 0.0], [0.0, 0.1, 0.0], [0.1, 0.0, 0.0], [0.1, 0.2, 0.0], [0.1, -0.1, 0.1], [-0.2, 0.0, 0.1], [0.0, 0.0, 0.0], [0.0, 0.0, 0.0], [0.0, 0.0, 0.0], [0.0, 0.0, 0.0], [0.0, 0.0, 0.0], [0.0, 0.0, 0.0], [0.0, 0.0, 0.0], [0.0, 0.0, 0.0], [0.0, 0.0, -0.1]],
  "mulliken_charge": [1.586, -1.905, 2.168, -1.753, -1.617, 0.755, -0.541, -0.739, -0.287, -1.085, -0.442, -0.362, -0.272, 0.638, -0.662, -1.109, -0.315, 2.001, -1.594, -1.990, -1.741, 0.448, 0.424, 0.339, 0.456, 0.345, 0.343, 0.404, 0.366, 0.370, 0.327, 0.176, 0.332, 0.130, 0.361, 0.440, 0.362, 0.335, 0.440, 0.377, 0.437, 0.428, 0.349, 0.367, 0.481, -0.694, 0.267, -0.949, 0.773, -0.900, 0.411, -0.669, -0.665, -0.502, -0.687, -0.144, 0.737, -0.448, -0.803, -0.402, -0.798, -0.397, 0.683, -0.170, -0.734, -0.455, -0.607, -0.701, 0.734, -0.423, -0.752, -0.684, -0.545, 0.310, 0.495, 0.690, 0.375, 0.401, 0.402, 0.419, 0.424, 0.322, 0.404, 0.393, 0.397, 0.398, 0.274, 0.396, 0.373, 0.403, 0.363, 0.383, 0.431, 0.407, 0.475, -0.440, -1.609, 1.955, -1.570, -1.665, 1.592, 0.514, 0.243, 0.147, 0.459, 0.247, 0.260, 0.539, 0.145, 0.206]
}

***

2.
{
  "formula": "C47H56O6S",
  "method": "ωB97M-V with the def2-TZVPD basis set",
  "homo_lumo_gap_ev": 9.4,
  "e_lumo_ev": 0.13,
  "homo_energy_ev": -9.26,
  "charge": 0,
  "species": ["C", "C", "C", "C", "C", "C", "C", "C", "C", "C", "O", "O", "C", "O", "S", "O", "O", "O", "H", "H", "H", "H", "H", "H", "H", "H", "H", "H", "H", "H", "H", "H", "H", "H", "H", "H", "H", "H", "C", "C", "C", "C", "C", "C", "H", "H", "H", "H", "H", "H", "C", "C", "C", "C", "C", "C", "H", "H", "H", "H", "H", "H", "C", "C", "C", "C", "C", "C", "H", "H", "H", "H", "H", "H", "C", "C", "C", "C", "C", "C", "H", "H", "H", "H", "H", "H", "C", "C", "C", "C", "C", "C", "H", "H", "H", "H", "H", "H", "C", "C", "C", "C", "C", "C", "H", "H", "H", "H", "H", "H"],
  "coordinates": [[5.550, 1.751, 0.087], [4.033, 1.909, -0.029], [3.279, 0.574, -0.209], [2.298, 0.200, 0.919], [0.806, 0.373, 0.601], [0.214, 1.751, 0.974], [-0.596, 2.455, -0.128], [0.159, 3.562, -0.842], [0.450, 4.754, 0.086], [1.896, 5.223, 0.013], [2.319, 5.862, -0.895], [2.693, 4.891, 1.056], [-0.509, 4.039, -2.125], [-0.340, 2.953, -3.044], [1.108, 2.322, -2.810], [2.050, 2.839, -3.731], [0.923, 0.923, -2.660], [1.394, 3.023, -1.405], [6.052, 2.690, -0.161], [5.865, 1.469, 1.093], [5.919, 1.001, -0.616], [3.652, 2.433, 0.851], [3.823, 2.565, -0.878], [2.743, 0.578, -1.161], [4.022, -0.224, -0.289], [2.459, -0.846, 1.193], [2.536, 0.777, 1.822], [0.270, -0.378, 1.187], [0.619, 0.137, -0.450], [1.020, 2.400, 1.335], [-0.461, 1.607, 1.820], [-0.947, 1.717, -0.855], [-1.490, 2.918, 0.303], [0.147, 4.509, 1.104], [-0.146, 5.607, -0.249], [2.183, 4.495, 1.771], [-1.540, 4.381, -2.049], [0.062, 4.887, -2.523], [-0.201, -4.432, -0.150], [-1.409, -4.884, 0.365], [-1.724, -4.653, 1.698], [-0.834, -3.973, 2.517], [0.375, -3.525, 2.001], [0.691, -3.753, 0.670], [0.044, -4.606, -1.190], [-2.101, -5.421, -0.270], [-2.666, -5.007, 2.100], [-1.086, -3.791, 3.554], [1.072, -2.995, 2.639], [1.633, -3.399, 0.268], [-4.895, 7.847, -0.710], [-3.951, 7.127, 0.008], [-3.614, 5.842, -0.393], [-4.217, 5.275, -1.508], [-5.164, 5.996, -2.222], [-5.501, 7.282, -1.823], [-5.159, 8.850, -0.401], [-3.480, 7.565, 0.879], [-2.880, 5.275, 0.169], [-3.953, 4.271, -1.819], [-5.640, 5.556, -3.090], [-6.239, 7.844, -2.381], [9.360, 2.086, -1.034], [10.031, 0.992, -1.562], [11.082, 0.418, -0.860], [11.462, 0.938, 0.369], [10.791, 2.034, 0.896], [9.740, 2.607, 0.195], [8.537, 2.531, -1.579], [9.734, 0.587, -2.521], [11.605, -0.436, -1.271], [12.280, 0.490, 0.917], [11.088, 2.440, 1.855], [9.215, 3.460, 0.606], [-1.375, -10.522, -1.341], [-0.880, -9.369, -1.934], [-0.482, -8.299, -1.145], [-0.581, -8.380, 0.237], [-1.078, -9.532, 0.830], [-1.475, -10.603, 0.041], [-1.683, -11.358, -1.956], [-0.802, -9.306, -3.012], [-0.094, -7.399, -1.606], [-0.271, -7.542, 0.849], [-1.157, -9.594, 1.908], [-1.863, -11.502, 0.504], [-6.878, 0.514, -4.147], [-6.490, 1.843, -4.040], [-5.192, 2.154, -3.660], [-4.281, 1.142, -3.391], [-4.671, -0.186, -3.496], [-5.969, -0.499, -3.874], [-7.889, 0.268, -4.444], [-7.199, 2.633, -4.251], [-4.884, 3.189, -3.586], [-3.264, 1.386, -3.106], [-3.961, -0.976, -3.287], [-6.272, -1.534, -3.958], [-4.551, -3.983, 4.673], [-4.060, -2.825, 4.086], [-3.654, -1.763, 4.881], [-3.742, -1.857, 6.263], [-4.236, -3.013, 6.850], [-4.640, -4.077, 6.056], [-4.864, -4.814, 4.054], [-3.989, -2.753, 3.008], [-3.268, -0.861, 4.422], [-3.424, -1.028, 6.884], [-4.305, -3.086, 7.928], [-5.024, -4.980, 6.513]],
  "forces_ev_per_angstrom": [[0.0, 0.2, 0.0], [0.0, 0.0, -0.2], [0.1, 0.0, 0.1], [0.0, -0.1, 0.0], [0.0, -0.1, 0.2], [-0.1, -0.1, -0.1], [-0.2, 0.0, 0.2], [-0.2, 0.0, -0.2], [0.2, 0.0, 0.0], [-0.2, -0.1, 0.4], [0.2, 0.1, -0.4], [0.0, 0.1, 0.0], [0.5, 0.9, -0.3], [-0.2, -0.1, 0.1], [0.0, 0.2, 0.0], [0.0, -0.1, -0.1], [0.0, -0.1, -0.1], [-0.1, -0.2, 0.2], [0.0, 0.0, 0.1], [0.0, -0.1, 0.0], [0.0, 0.0, 0.0], [0.0, 0.0, 0.0], [0.0, 0.0, 0.1], [0.1, -0.1, 0.1], [0.0, 0.0, 0.0], [0.0, 0.0, 0.0], [0.0, -0.1, 0.0], [-0.1, 0.0, -0.1], [0.1, 0.1, 0.1], [0.0, 0.0, -0.1], [0.1, 0.1, 0.1], [0.0, 0.0, 0.0], [0.0, 0.0, -0.1], [0.1, 0.0, 0.0], [-0.1, -0.1, 0.1], [0.0, -0.1, -0.1], [-0.1, -0.6, 0.0], [0.0, 0.0, 0.2], [0.0, 0.0, 0.0], [0.0, 0.0, 0.0], [0.0, 0.0, 0.0], [0.0, 0.0, 0.0], [0.0, 0.0, 0.0], [0.0, 0.0, 0.0], [0.0, 0.0, 0.0], [0.0, 0.0, 0.0], [0.0, 0.0, 0.0], [0.0, 0.0, 0.0], [0.0, 0.0, 0.0], [0.0, 0.0, 0.0], [0.0, 0.0, 0.0], [0.0, 0.0, 0.0], [0.1, -0.1, 0.0], [0.0, 0.0, 0.0], [0.0, 0.0, 0.0], [0.0, 0.0, 0.0], [0.0, 0.0, 0.0], [0.0, 0.0, 0.0], [0.0, 0.0, 0.0], [0.0, 0.0, 0.0], [0.0, 0.0, 0.0], [0.0, 0.0, 0.0], [0.0, 0.0, 0.0], [0.0, 0.0, 0.0], [0.0, 0.0, 0.0], [0.0, 0.0, 0.0], [0.0, 0.0, 0.0], [0.0, 0.0, 0.0], [0.0, 0.0, 0.0], [0.0, 0.0, 0.0], [0.0, 0.0, 0.0], [0.0, 0.0, 0.0], [0.0, 0.0, 0.0], [0.0, 0.0, 0.0], [0.0, 0.0, 0.0], [0.0, 0.0, 0.0], [0.0, 0.0, 0.0], [0.0, 0.0, 0.0], [0.0, 0.0, 0.0], [0.0, 0.0, 0.0], [0.0, 0.0, 0.0], [0.0, 0.0, 0.0], [0.0, 0.0, 0.0], [0.0, 0.0, 0.0], [0.0, 0.0, 0.0], [0.0, 0.0, 0.0], [0.0, 0.0, 0.0], [0.0, 0.0, 0.0], [0.0, 0.0, 0.0], [0.0, 0.0, 0.0], [0.0, 0.0, 0.0], [0.0, 0.0, 0.0], [0.0, 0.0, 0.0], [0.0, 0.0, 0.0], [0.0, 0.0, 0.0], [0.0, 0.0, 0.0], [0.0, 0.0, 0.0], [0.0, 0.0, 0.0], [0.0, 0.0, 0.0], [0.0, 0.0, 0.0], [0.0, 0.0, 0.0], [0.0, 0.0, 0.0], [0.0, 0.0, 0.0], [0.0, 0.0, 0.0], [0.0, 0.0, 0.0], [0.0, 0.0, 0.0], [0.0, 0.0, 0.0], [0.0, 0.0, 0.0], [0.0, 0.0, 0.0], [0.0, 0.0, 0.0]],
  "mulliken_charge": [-1.649, 0.379, -0.795, -1.007, -0.399, -0.455, -1.323, 1.703, -1.275, 0.400, -0.546, -0.558, -0.677, -0.337, 1.201, -0.667, -0.579, -0.316, 0.410, 0.346, 0.412, 0.029, 0.061, 0.205, 0.702, 0.317, 0.461, 0.264, 0.324, 0.083, 0.533, 0.507, 0.331, 0.562, 0.389, 0.371, 0.021, 0.554, -0.433, -0.750, -0.326, -0.377, -0.435, -0.390, 0.440, 0.483, 0.487, 0.465, 0.409, 0.432, -0.358, -0.617, -0.209, -0.169, -0.348, -0.513, 0.368, 0.380, 0.420, 0.335, 0.363, 0.368, -0.296, -0.417, -0.361, -0.364, -0.370, -0.363, 0.389, 0.355, 0.356, 0.353, 0.355, 0.364, -0.348, -0.458, -0.330, -0.236, -0.497, -0.358, 0.356, 0.364, 0.339, 0.445, 0.368, 0.357, -0.412, -0.427, -0.231, -0.328, -0.564, -0.373, 0.362, 0.355, 0.324, 0.506, 0.411, 0.361, -0.341, -0.397, -0.383, -0.427, -0.338, -0.439, 0.378, 0.439, 0.418, 0.367, 0.361, 0.364]
}

***

| no. | electronic energy (Eh) |
| --- | --- |
| 1 | -2940.75156 |
| 2 | -2674.13340 |